Record 1
Density functional theory data (ωB97M-V/def2-TZVPD) for a 2-piece molecular cluster, C4H8O2 overall.

SMILES = O=CCO.C=C

Geometry as ORCA input:
```
! wB97M-V def2-TZVPD RIJCOSX def2/J DEFGRID3
* xyz 0 1
O 2.05 -1.01 0.80
C 1.34 -0.11 1.17
C 1.16 1.20 0.42
O -0.14 1.70 0.55
H 0.75 -0.17 2.11
H 1.83 1.94 0.88
H 1.49 1.06 -0.62
H -0.72 1.11 0.04
C -1.74 -1.03 -0.41
C -0.85 -0.87 -1.38
H -1.47 -1.46 0.56
H -2.79 -0.75 -0.54
H 0.19 -1.16 -1.24
H -1.12 -0.45 -2.34
*
```

natural (NBO) population analysis, charges in e, atoms 1 to 6: atom 1 (O): -0.520, atom 2 (C): 0.414, atom 3 (C): -0.178, atom 4 (O): -0.714, atom 5 (H): 0.112, atom 6 (H): 0.207

=====

Record 2
Density functional theory data (ωB97M-V/def2-TZVPD) for the molecule C4H8O2 at a distorted geometry.

SMILES = CC1(O)COC1

Geometry as ORCA input:
```
! wB97M-V def2-TZVPD RIJCOSX def2/J DEFGRID3
* xyz 0 1
C 0.57 0.03 1.56
C -0.07 -0.10 0.21
O -1.31 -0.79 0.35
C -0.35 1.09 -0.69
O -0.69 0.14 -1.75
C 0.41 -0.84 -1.03
H -0.17 0.51 2.21
H 1.47 0.64 1.53
H 0.80 -0.95 1.98
H -1.68 -0.63 -0.55
H 0.56 1.65 -0.95
H -1.13 1.78 -0.34
H 0.39 -1.93 -0.83
H 1.21 -0.60 -1.70
*
```

natural (NBO) population analysis, charges in e, atoms 1 to 6: atom 1 (C): -0.629, atom 2 (C): 0.181, atom 3 (O): -0.725, atom 4 (C): -0.099, atom 5 (O): -0.565, atom 6 (C): -0.095

=====

Record 3
Density functional theory data (ωB97M-V/def2-TZVPD) for C4H8O2 as an isolated structure at a distorted geometry.

Geometry as ORCA input:
```
! wB97M-V def2-TZVPD RIJCOSX def2/J DEFGRID3
* xyz 0 1
C 1.97 -0.11 0.36
O 0.81 0.61 0.73
C -0.18 0.48 -0.27
C -0.81 -0.94 -0.38
O -2.13 -0.43 -0.47
C -1.62 0.82 0.12
H 1.73 -1.17 0.16
H 2.43 0.30 -0.55
H 2.70 -0.07 1.17
H 0.17 1.01 -1.18
H -0.65 -1.33 0.63
H -0.54 -1.70 -1.13
H -1.72 0.91 1.22
H -2.15 1.62 -0.40
*
```

natural (NBO) population analysis, charges in e, atoms 1 to 6: atom 1 (C): -0.254, atom 2 (O): -0.529, atom 3 (C): 0.051, atom 4 (C): -0.099, atom 5 (O): -0.525, atom 6 (C): -0.086

=====

Record 4
Density functional theory data (ωB97M-V/def2-TZVPD) for the molecule C4H8O2.

SMILES = CCOC(C)=O

Geometry as ORCA input:
```
! wB97M-V def2-TZVPD RIJCOSX def2/J DEFGRID3
* xyz 0 1
C -2.11 -0.46 0.71
C -1.18 -0.07 -0.42
O 0.13 -0.07 0.15
C 1.16 0.22 -0.67
C 2.42 0.36 0.14
O 1.05 0.36 -1.86
H -1.88 -1.46 1.07
H -2.00 0.24 1.54
H -3.16 -0.44 0.38
H -1.22 -0.77 -1.26
H -1.39 0.93 -0.81
H 2.22 0.96 1.03
H 3.20 0.83 -0.46
H 2.76 -0.62 0.47
*
```

natural (NBO) population analysis, charges in e, atoms 1 to 6: atom 1 (C): -0.623, atom 2 (C): -0.073, atom 3 (O): -0.521, atom 4 (C): 0.799, atom 5 (C): -0.717, atom 6 (O): -0.595

=====

Record 5
Density functional theory data (ωB97M-V/def2-TZVPD) for the molecule C4H8O2 at a distorted geometry.

SMILES = C[C@H]1COCO1

Geometry as ORCA input:
```
! wB97M-V def2-TZVPD RIJCOSX def2/J DEFGRID3
* xyz 0 1
C -1.65 -0.07 0.26
C -0.44 0.03 -0.58
C 0.60 1.12 -0.15
O 1.83 0.53 -0.06
C 1.44 -0.88 0.24
O 0.33 -1.24 -0.54
H -2.19 0.80 0.14
H -1.54 -0.22 1.36
H -2.19 -0.88 -0.17
H -0.71 0.09 -1.67
H 0.71 1.88 -0.94
H 0.30 1.52 0.82
H 2.29 -1.56 -0.05
H 1.20 -1.12 1.33
*
```

natural (NBO) population analysis, charges in e, atoms 1 to 6: atom 1 (C): -0.637, atom 2 (C): 0.064, atom 3 (C): -0.098, atom 4 (O): -0.514, atom 5 (C): 0.195, atom 6 (O): -0.529

=====

Record 6
Density functional theory data (ωB97M-V/def2-TZVPD) for the molecule C4H8O2 at a distorted geometry.

SMILES = C=CCC(O)O

Geometry as ORCA input:
```
! wB97M-V def2-TZVPD RIJCOSX def2/J DEFGRID3
* xyz 0 1
C 1.38 0.42 -0.83
C 0.69 1.25 -0.05
C -0.74 0.88 0.18
C -0.62 -0.62 0.68
O 0.74 -1.24 0.36
O -1.64 -1.43 0.23
H 0.92 -0.11 -1.68
H 2.45 0.28 -0.74
H 1.19 1.69 0.81
H -1.39 0.93 -0.71
H -1.21 1.53 0.94
H -0.58 -0.65 1.77
H 0.82 -1.87 -0.38
H -1.99 -1.06 -0.59
*
```

natural (NBO) population analysis, charges in e, atoms 1 to 6: atom 1 (C): -0.271, atom 2 (C): -0.297, atom 3 (C): -0.487, atom 4 (C): 0.382, atom 5 (O): -0.752, atom 6 (O): -0.695

=====

Record 7
Density functional theory data (ωB97M-V/def2-TZVPD) for the molecule C4H8O2.

SMILES = O[C@@H]1CCOC1

Geometry as ORCA input:
```
! wB97M-V def2-TZVPD RIJCOSX def2/J DEFGRID3
* xyz 0 1
O 1.49 -0.77 -0.80
C 0.68 0.37 -0.59
C 0.51 0.59 0.91
C -0.61 -0.40 1.20
O -1.53 -0.22 0.13
C -0.78 0.07 -1.03
H 0.94 -1.31 -1.37
H 1.12 1.23 -1.11
H 1.43 0.39 1.47
H 0.17 1.61 1.11
H -0.21 -1.43 1.20
H -1.15 -0.23 2.14
H -1.23 0.91 -1.57
H -0.83 -0.80 -1.72
*
```

natural (NBO) population analysis, charges in e, atoms 1 to 6: atom 1 (O): -0.713, atom 2 (C): 0.061, atom 3 (C): -0.448, atom 4 (C): -0.073, atom 5 (O): -0.526, atom 6 (C): -0.095

=====

Record 8
Density functional theory data (ωB97M-V/def2-TZVPD) for C4H8O2 as an isolated structure.

Geometry as ORCA input:
```
! wB97M-V def2-TZVPD RIJCOSX def2/J DEFGRID3
* xyz 0 1
C -1.58 -0.48 0.47
C 0.59 -1.10 0.08
O 0.47 -2.01 -0.87
C 0.96 0.23 -0.49
O 1.49 0.22 -1.60
C 0.90 1.47 0.35
H -1.76 0.31 1.20
H -2.21 -1.35 0.67
H -1.75 -0.12 -0.54
H -0.50 -0.96 0.82
H 0.69 -1.57 -1.72
H 0.31 2.24 -0.17
H 1.92 1.86 0.47
H 0.47 1.28 1.34
*
```

natural (NBO) population analysis, charges in e, atoms 1 to 6: atom 1 (C): -0.746, atom 2 (C): 0.129, atom 3 (O): -0.640, atom 4 (C): 0.453, atom 5 (O): -0.577, atom 6 (C): -0.713

=====

Record 9
Density functional theory data (ωB97M-V/def2-TZVPD) for a 2-piece molecular cluster, C4H8O2 overall at a distorted geometry.

SMILES = C=CO.CC=O

Geometry as ORCA input:
```
! wB97M-V def2-TZVPD RIJCOSX def2/J DEFGRID3
* xyz 0 1
C -0.30 0.42 2.38
C -0.90 -0.54 1.64
O -1.76 -0.02 0.71
H 0.44 0.57 3.24
H -0.90 1.42 2.38
H -0.54 -1.52 1.54
H -1.79 -0.63 -0.05
C 0.45 0.47 -1.84
C 1.46 -0.54 -1.29
O 1.15 -1.35 -0.51
H 0.71 1.41 -2.29
H -0.47 0.76 -1.22
H 0.06 0.02 -2.86
H 2.39 -0.46 -1.82
*
```

natural (NBO) population analysis, charges in e, atoms 1 to 6: atom 1 (C): -0.516, atom 2 (C): 0.126, atom 3 (O): -0.696, atom 4 (H): 0.225, atom 5 (H): 0.193, atom 6 (H): 0.189

=====

Record 10
Density functional theory data (ωB97M-V/def2-TZVPD) for the molecule C4H8O2.

SMILES = O[C@H]1C[C@@H](O)C1

Geometry as ORCA input:
```
! wB97M-V def2-TZVPD RIJCOSX def2/J DEFGRID3
* xyz 0 1
O -0.76 1.88 0.30
C -0.81 0.52 0.67
C -0.88 -0.48 -0.51
C 0.62 -0.79 -0.32
O 1.45 0.00 -1.16
C 0.56 -0.11 1.06
H -0.01 1.98 -0.31
H -1.60 0.44 1.42
H -1.16 -0.03 -1.47
H -1.53 -1.34 -0.31
H 0.91 -1.85 -0.34
H 1.34 -0.33 -2.06
H 1.37 0.60 1.26
H 0.48 -0.82 1.89
*
```

natural (NBO) population analysis, charges in e, atoms 1 to 6: atom 1 (O): -0.705, atom 2 (C): 0.109, atom 3 (C): -0.467, atom 4 (C): 0.092, atom 5 (O): -0.726, atom 6 (C): -0.455

=====

Record 11
Density functional theory data (ωB97M-V/def2-TZVPD) for a 2-piece molecular cluster, C4H8O2 overall at a distorted geometry.

SMILES = C=C1C[C@H]1O.O

Geometry as ORCA input:
```
! wB97M-V def2-TZVPD RIJCOSX def2/J DEFGRID3
* xyz 0 1
C -1.23 -0.31 0.18
C 0.05 0.05 0.17
C 1.28 -0.47 0.76
C 1.13 -0.26 -0.75
O 0.81 -1.34 -1.58
H -1.80 -0.39 -0.74
H -1.75 -0.56 1.10
H 1.19 -1.50 1.12
H 2.00 0.15 1.30
H 1.77 0.50 -1.21
H 1.61 -1.87 -1.71
O -1.97 1.85 0.45
H -2.23 1.91 -0.48
H -1.01 1.69 0.40
*
```

natural (NBO) population analysis, charges in e, atoms 1 to 6: atom 1 (C): -0.231, atom 2 (C): -0.201, atom 3 (C): -0.448, atom 4 (C): 0.065, atom 5 (O): -0.705, atom 6 (H): 0.198

=====

Record 12
Density functional theory data (ωB97M-V/def2-TZVPD) for the molecule C4H8O2.

SMILES = CC(C)OC=O

Geometry as ORCA input:
```
! wB97M-V def2-TZVPD RIJCOSX def2/J DEFGRID3
* xyz 0 1
C -0.36 1.66 0.14
C -0.08 0.22 -0.24
C -1.21 -0.75 0.12
O 1.14 -0.14 0.48
C 1.85 -1.13 -0.06
O 1.57 -1.75 -1.06
H -1.25 2.02 -0.39
H -0.56 1.74 1.22
H 0.48 2.30 -0.11
H 0.15 0.14 -1.30
H -0.83 -1.57 0.74
H -1.65 -1.20 -0.77
H -2.01 -0.25 0.68
H 2.76 -1.29 0.54
*
```

natural (NBO) population analysis, charges in e, atoms 1 to 6: atom 1 (C): -0.618, atom 2 (C): 0.076, atom 3 (C): -0.638, atom 4 (O): -0.507, atom 5 (C): 0.649, atom 6 (O): -0.591

=====

Let's list E_HOMO in order: -9.87; -10.11; -9.69; -10.39; -10.03; -8.40; -9.91; -8.49; -8.74; -9.94; -8.94; -10.67 eV.
Let's list ΔE to the lowest compared entry with this formula, charge and spin in order: 52.1; 76.6; 62.8; 5.9; 44.8; 73.6; 30.2; 97.3; 77.5; 38.0; 90.9; 11.9 kcal/mol.
Let's list HOMO-LUMO gap in order: 10.83; 11.04; 10.74; 11.35; 11.05; 9.20; 10.88; 8.49; 9.53; 10.80; 9.74; 11.69 eV.